#a
Entry from OMol25: 4 unconnected molecules or ions with the total composition C4H16O4 (wB97M-V/def2-TZVPD).

HOMO in eV: -10.6
Kohn-Sham gap in eV: 11.067
SMILES string: CCCCO.O.O.O
LUMO in eV: 0.479

Geometry as XYZ:
```
24
C4H16O4, DFT wB97M-V/def2-TZVPD
C 0.6314 -1.1272 -2.5143
C 1.1524 0.0508 -1.6789
C 0.1184 1.1917 -1.6382
C -0.4063 1.4926 -0.2490
O -1.5250 0.6972 0.1059
H -0.3979 -1.3049 -2.2033
H 1.1409 -2.0690 -2.3085
H 0.6326 -0.9239 -3.5691
H 1.4835 -0.2548 -0.6849
H 2.0863 0.3873 -2.0948
H 0.4422 2.0793 -2.1714
H -0.7063 0.9231 -2.2941
H -0.7635 2.4965 -0.0608
H 0.4224 1.3761 0.4582
H -1.3279 -0.2430 0.1737
O -2.6900 -0.2416 2.6321
H -2.0332 0.3848 2.3171
H -3.5354 -0.0485 2.2267
O 1.1407 -2.0161 1.5534
H 1.1780 -1.4381 0.8403
H 0.8381 -2.8655 1.2234
O 0.6206 0.8227 3.3066
H 0.7627 0.3128 2.5188
H 0.7355 0.3176 4.1110
```

#b
Entry from OMol25: 5 unconnected molecules or ions with the total composition C4H16O4 (wB97M-V/def2-TZVPD).

HOMO in eV: -9.0
Kohn-Sham gap in eV: 9.198
SMILES string: C/C=C/C.O.O.O.O
LUMO in eV: 0.243

Geometry as XYZ:
```
24
C4H16O4, DFT wB97M-V/def2-TZVPD
C 3.7710 -0.2685 -3.4790
C 3.1374 0.4530 -2.3133
C 1.8601 0.9601 -2.2297
C 1.4599 1.8229 -1.0614
H 3.2088 -0.4767 -4.3750
H 4.5263 0.3224 -3.8894
H 4.1285 -1.2756 -3.2199
H 3.7843 0.6891 -1.4764
H 0.9992 0.6820 -2.8098
H 2.0037 2.2435 -0.2775
H 0.9161 1.0237 -0.5112
H 0.7676 2.6668 -1.3811
O -1.0414 -4.1270 1.8036
H -1.5898 -3.5127 1.3724
H -1.6542 -4.6054 2.4137
O -3.8915 -0.6931 -0.7025
H -3.6308 -0.0582 -0.0268
H -4.6420 -1.1702 -0.2894
O -1.5444 -0.3241 1.8856
H -1.5754 -0.5677 0.9361
H -0.7791 0.2522 1.9095
O -3.7063 2.3147 6.0016
H -2.8418 2.0365 6.4125
H -3.6663 1.6123 5.3074
```

The data favor #a; the next most stable structure lies 29.3 kcal/mol above it.

#a
Entry from OMol25: 4 unconnected molecules or ions with the total composition C4H16O4 (wB97M-V/def2-TZVPD).

HOMO in eV: -10.5
Kohn-Sham gap in eV: 10.732
SMILES string: CC[C@H](C)O.O.O.O
LUMO in eV: 0.198

Geometry as XYZ:
```
24
C4H16O4, DFT wB97M-V/def2-TZVPD
C 0.2497 1.8699 -1.9788
C -0.4035 0.5567 -1.5172
C 0.5480 -0.6360 -1.6659
C -0.1435 -1.9894 -1.4696
O 1.6355 -0.4392 -0.6983
H 0.6902 1.8657 -2.9692
H 1.0088 2.1853 -1.2882
H -0.5062 2.6519 -1.8551
H -0.6761 0.6375 -0.4624
H -1.3045 0.4547 -2.0912
H 1.1656 -0.6756 -2.5639
H -1.1371 -1.8807 -1.0408
H -0.0967 -2.5660 -2.3776
H 0.4080 -2.5549 -0.7105
H 1.2654 0.0063 0.0714
O -0.5721 1.2165 3.3106
H -1.2375 0.7544 2.8034
H -0.5853 0.8908 4.2135
O 2.5955 -2.6619 1.9073
H 2.8597 -3.0237 1.0667
H 1.9790 -1.9878 1.6438
O -3.5109 1.8212 0.8154
H -2.6629 1.3899 0.7168
H -3.4052 2.4682 1.5133
```

#b
Entry from OMol25: 5 unconnected molecules or ions with the total composition C4H16O4 (wB97M-V/def2-TZVPD).

HOMO in eV: -9.2
Kohn-Sham gap in eV: 9.547
SMILES string: C/C=C/C.O.O.O.O
LUMO in eV: 0.313

Geometry as XYZ:
```
24
C4H16O4, DFT wB97M-V/def2-TZVPD
C 1.7266 -0.5727 -0.2976
C 1.0830 0.6867 -0.8568
C 0.1160 0.5220 -1.7672
C -0.3854 1.5536 -2.6785
H 0.9255 -1.3193 -0.2391
H 2.5840 -0.9813 -0.8066
H 1.9597 -0.5155 0.7617
H 1.5401 1.6812 -0.8355
H -0.2373 -0.5072 -1.9685
H -1.4596 1.4923 -2.5307
H -0.2708 1.2657 -3.7391
H -0.2025 2.6318 -2.6458
O -1.9153 -0.9236 0.3106
H -1.6599 0.0131 0.3458
H -2.1157 -1.3154 1.1649
O -0.9188 2.6247 2.1856
H -0.2719 3.3389 2.2524
H -0.4192 1.8314 1.9150
O 0.8662 -3.7095 0.1734
H 0.6514 -2.8474 0.5309
H 0.2600 -3.6592 -0.5733
O -0.6232 -0.2293 2.8177
H -0.2875 -1.1296 2.7969
H -0.9453 0.0687 3.6836
```

The data favor #a; the next most stable structure lies 17.1 kcal/mol above it.